Record 1
{"formula": "C10H17N2O2", "method": "the ωB97M-V functional and the def2-TZVPD basis", "e_above_lowest_kj_mol": 0.3, "homo_lumo_gap_ha": [0.2663, 0.2663], "total_charge": -1, "species": ["C", "C", "C", "C", "C", "C", "C", "C", "C", "C", "N", "N", "O", "O", "H", "H", "H", "H", "H", "H", "H", "H", "H", "H", "H", "H", "H", "H", "H", "H", "H"], "xyz": [[1.152, -1.368, 0.726], [-1.696, 0.878, 2.155], [-1.885, -2.132, 0.623], [-0.628, -1.831, -1.502], [1.809, 0.513, -1.674], [1.880, 1.796, 0.504], [-0.199, 1.988, -0.876], [-1.152, -1.130, -0.223], [-0.061, -0.594, 0.677], [0.986, 1.028, -0.487], [2.139, -1.949, 0.829], [-0.422, 0.146, 1.755], [-1.755, 1.161, 3.386], [-2.446, 1.118, 1.236], [-1.711, -3.275, 0.351], [-1.497, -1.888, 1.624], [-2.935, -1.887, 0.712], [0.418, -1.603, -1.677], [-0.640, -2.945, -1.312], [-1.123, -1.520, -2.465], [2.234, -0.499, -1.610], [2.671, 1.106, -1.937], [1.128, 0.517, -2.499], [2.928, 1.335, 0.717], [1.880, 2.827, 0.289], [1.419, 1.707, 1.524], [-0.469, 2.225, 0.125], [-0.844, 1.518, -1.551], [0.321, 2.900, -1.283], [-1.768, -0.376, -0.632], [0.265, 0.235, 2.496]]}

***

Record 2
{"formula": "C10H17N2PS", "method": "the ωB97M-V functional and the def2-TZVPD basis", "e_above_lowest_kj_mol": 343.5, "homo_lumo_gap_ha": [0.2019, 0.2010], "species": ["C", "C", "C", "C", "C", "C", "C", "C", "C", "C", "N", "N", "P", "S", "H", "H", "H", "H", "H", "H", "H", "H", "H", "H", "H", "H", "H", "H", "H", "H", "H"], "xyz": [[0.096, 0.689, -0.008], [-1.158, 1.238, -0.053], [0.757, 0.162, 1.128], [2.087, 0.088, 1.483], [-1.501, 1.740, -1.483], [-0.226, 1.337, -2.260], [2.555, -0.682, 2.698], [-2.091, 2.925, 1.459], [0.561, -5.029, -1.730], [-2.204, 1.445, 0.990], [0.548, -2.180, -1.561], [0.630, 0.782, -1.299], [1.546, -3.369, -1.642], [2.019, 0.014, -1.667], [0.125, -0.263, 1.936], [3.003, 0.563, 0.947], [-2.567, 1.481, -1.805], [-1.509, 2.826, -1.458], [-0.412, 0.745, -3.166], [0.197, 2.227, -2.912], [1.963, -1.605, 2.697], [2.528, -0.035, 3.545], [3.608, -0.989, 2.540], [-1.327, 2.956, 2.275], [-3.049, 3.255, 1.899], [-1.753, 3.472, 0.561], [0.349, -5.220, -2.796], [0.826, -5.948, -1.225], [-0.339, -4.681, -1.276], [-3.133, 1.309, 0.471], [-2.130, 0.745, 1.712]]}

***

Record 3
{"formula": "C10H17N3", "method": "the ωB97M-V functional and the def2-TZVPD basis", "e_above_lowest_kj_mol": 31.6, "smiles": "C1CNC([C@@H]2CN3CCC2CC3)=N1", "homo_lumo_gap_ha": 0.3308, "species": ["C", "C", "N", "C", "C", "C", "N", "C", "C", "C", "C", "C", "N", "H", "H", "H", "H", "H", "H", "H", "H", "H", "H", "H", "H", "H", "H", "H", "H", "H"], "xyz": [[-1.711, 0.203, 3.207], [-0.636, -0.869, 3.488], [0.399, -0.467, 2.488], [-0.268, 0.119, 1.485], [0.567, 0.440, 0.204], [-0.028, 1.613, -0.589], [0.016, 1.343, -2.045], [-1.021, 0.181, -2.243], [-0.599, -1.100, -1.426], [0.795, -0.734, -0.756], [1.829, -0.369, -1.792], [1.259, 0.881, -2.635], [-1.481, 0.551, 1.805], [-2.703, -0.200, 3.367], [-1.623, 1.058, 3.844], [-0.243, -0.776, 4.520], [-1.042, -1.820, 3.259], [1.142, -1.043, 2.221], [1.556, 0.690, 0.575], [-1.104, 1.793, -0.389], [0.660, 2.439, -0.291], [-2.036, 0.445, -2.027], [-0.896, -0.245, -3.274], [-1.279, -1.351, -0.607], [-0.547, -1.966, -2.060], [1.147, -1.576, -0.169], [2.780, -0.239, -1.297], [1.923, -1.166, -2.585], [2.081, 1.586, -2.566], [1.063, 0.578, -3.712]]}

***

Record 4
{"formula": "C10H17N4O", "method": "the ωB97M-V functional and the def2-TZVPD basis", "e_above_lowest_kj_mol": 37.6, "smiles": "Nc1ccc(NCC[C@H](N)C(=[NH2+])O)cc1", "homo_lumo_gap_ha": 0.2589, "total_charge": 1, "species": ["N", "C", "C", "C", "C", "N", "C", "C", "C", "N", "C", "N", "O", "C", "C", "H", "H", "H", "H", "H", "H", "H", "H", "H", "H", "H", "H", "H", "H", "H", "H", "H"], "xyz": [[-4.676, 1.089, -0.132], [-3.411, 0.438, -0.062], [-3.098, -0.446, -1.010], [-1.910, -1.167, -0.952], [-1.077, -0.969, 0.075], [-0.074, -1.838, 0.454], [1.181, -1.303, 0.736], [1.816, -0.775, -0.617], [2.453, 0.683, -0.481], [3.731, 0.673, 0.266], [1.506, 1.535, 0.250], [0.270, 1.833, -0.075], [2.089, 2.158, 1.265], [-1.416, 0.069, 1.098], [-2.601, 0.689, 1.083], [-5.207, 0.929, -0.955], [-4.968, 1.764, 0.446], [-3.857, -0.886, -1.719], [-1.633, -1.962, -1.609], [0.086, -2.614, -0.191], [1.929, -2.141, 1.155], [1.007, -0.531, 1.605], [2.581, -1.388, -1.222], [1.023, -0.765, -1.314], [2.460, 1.072, -1.490], [4.514, 0.674, -0.314], [3.609, -0.212, 0.773], [-0.271, 2.423, 0.615], [-0.295, 1.295, -0.591], [3.049, 1.844, 1.164], [-0.738, 0.219, 1.946], [-2.851, 1.415, 1.830]]}

***

Record 5
{"formula": "C10H17N4O5S2", "method": "the ωB97M-V functional and the def2-TZVPD basis", "homo_lumo_gap_ha": 0.3165, "total_charge": 1, "species": ["C", "C", "N", "C", "C", "S", "O", "O", "N", "N", "N", "O", "C", "C", "H", "H", "H", "H", "H", "H", "H", "H", "H", "C", "C", "C", "S", "O", "O", "C", "H", "H", "H", "H", "H", "H", "H", "H"], "xyz": [[2.060, -1.539, 0.276], [2.061, -0.497, -0.310], [2.186, 0.474, -1.257], [2.915, 1.608, -1.224], [3.705, 1.977, -0.006], [4.720, 3.474, -0.218], [4.777, 4.092, 1.077], [5.975, 3.070, -0.789], [2.776, 2.251, -2.384], [1.951, 1.527, -3.131], [1.597, 0.501, -2.474], [0.770, -0.428, -2.907], [-0.584, -0.287, -2.313], [-0.973, 1.162, -2.001], [2.099, -2.503, 0.733], [2.982, 2.209, 0.786], [4.306, 1.128, 0.323], [4.022, 4.243, -1.107], [-1.293, -0.716, -3.014], [-0.602, -0.888, -1.409], [-2.049, 1.252, -2.147], [-0.800, 1.381, -0.949], [-0.498, 1.894, -2.655], [-3.896, -2.002, 2.446], [-2.563, -2.756, 2.523], [-1.761, -2.397, 1.265], [-2.309, -0.757, 0.780], [-2.968, -0.852, -0.500], [-1.236, 0.191, 1.004], [-3.544, -0.570, 2.054], [-4.434, -2.033, 3.391], [-4.533, -2.451, 1.681], [-2.015, -2.439, 3.413], [-2.711, -3.832, 2.598], [-0.690, -2.371, 1.455], [-1.976, -3.077, 0.442], [-4.386, -0.004, 1.663], [-3.083, -0.033, 2.883]]}

***

Record 6
{"formula": "C10H17NO2Pb", "method": "the ωB97M-V functional and the def2-TZVPD basis", "homo_lumo_gap_ha": [0.2212, 0.2213], "species": ["C", "C", "C", "H", "C", "H", "H", "H", "C", "H", "H", "C", "H", "H", "C", "H", "H", "C", "H", "H", "Pb", "H", "N", "C", "C", "O", "O", "H", "H", "H", "H"], "xyz": [[-0.481, -2.335, -2.538], [-1.381, -3.693, -0.012], [0.752, -2.749, -2.130], [-0.602, -1.380, -3.057], [-0.107, -3.728, 0.522], [-2.228, -3.431, 0.642], [1.620, -2.091, -2.271], [0.012, -3.603, 1.610], [1.126, -4.137, -1.705], [2.175, -4.301, -2.018], [0.548, -4.911, -2.234], [-1.706, -3.186, -2.521], [-1.817, -3.725, -3.480], [-2.594, -2.536, -2.463], [-1.782, -4.219, -1.357], [-1.229, -5.128, -1.643], [-2.839, -4.535, -1.288], [1.068, -4.377, -0.175], [1.069, -5.467, 0.006], [2.004, -4.010, 0.275], [-0.239, -1.256, 0.155], [0.463, -0.514, -1.451], [-0.445, 1.488, 0.063], [-0.254, 1.992, 1.431], [0.702, 1.079, 2.234], [1.375, 1.641, 3.089], [0.730, -0.193, 1.945], [0.324, 1.834, -0.519], [-1.279, 1.914, -0.335], [0.199, 2.994, 1.422], [-1.213, 2.025, 1.976]]}

***

Record 7
{"formula": "C10H17NO3", "method": "the ωB97M-V functional and the def2-TZVPD basis", "e_above_lowest_kj_mol": 460.2, "smiles": "OCCOCC#CCN1CCOCC1", "homo_lumo_gap_ha": 0.3481, "species": ["O", "C", "C", "O", "C", "C", "C", "C", "N", "C", "C", "O", "C", "C", "H", "H", "H", "H", "H", "H", "H", "H", "H", "H", "H", "H", "H", "H", "H", "H", "H"], "xyz": [[2.060, 1.605, 0.973], [2.900, 1.798, -0.147], [2.726, 0.627, -1.124], [3.527, -0.491, -0.832], [3.174, -1.197, 0.348], [1.781, -1.612, 0.371], [0.607, -1.850, 0.315], [-0.825, -2.081, 0.307], [-1.523, -0.876, -0.119], [-2.947, -1.097, -0.279], [-3.580, 0.178, -0.838], [-3.357, 1.280, 0.009], [-1.974, 1.482, 0.199], [-1.302, 0.242, 0.783], [2.133, 2.366, 1.558], [2.631, 2.728, -0.666], [3.953, 1.859, 0.161], [1.664, 0.350, -1.146], [3.045, 0.942, -2.120], [3.364, -0.581, 1.240], [3.835, -2.070, 0.365], [-1.062, -2.879, -0.406], [-1.141, -2.411, 1.316], [-3.107, -1.919, -0.981], [-3.432, -1.351, 0.682], [-4.663, 0.068, -0.920], [-3.154, 0.380, -1.832], [-1.879, 2.330, 0.878], [-1.498, 1.727, -0.763], [-0.229, 0.416, 0.882], [-1.725, 0.038, 1.785]]}

***

Record 8
{"formula": "C10H18AlF2O6S", "method": "the ωB97M-V functional and the def2-TZVPD basis", "homo_lumo_gap_ha": 0.3110, "total_charge": -1, "species": ["C", "C", "O", "O", "C", "C", "C", "C", "C", "C", "C", "F", "O", "Al", "O", "C", "S", "O", "O", "F", "H", "H", "H", "H", "H", "H", "H", "H", "H", "H", "H", "H", "H", "H", "H", "H", "H", "H"], "xyz": [[-2.875, 0.889, -0.364], [-2.335, 0.180, -1.596], [-2.964, 0.101, -2.578], [-1.081, -0.305, -1.458], [-0.965, -1.680, -1.844], [-1.711, -2.636, -0.913], [-1.207, -2.678, 0.573], [0.258, -2.239, 0.807], [0.402, -0.782, 1.333], [1.868, -0.295, 1.144], [2.034, 0.863, 0.185], [3.441, 1.161, 0.252], [1.868, 0.583, -1.135], [2.342, 2.241, -1.858], [1.965, 3.178, -0.285], [1.277, 2.212, 0.421], [1.032, 2.866, 2.144], [-0.369, 3.102, 2.269], [1.778, 4.032, 2.407], [1.396, 1.765, 3.255], [-3.881, 1.271, -0.521], [-2.178, 1.714, -0.152], [-2.799, 0.218, 0.501], [-1.408, -1.800, -2.845], [0.096, -1.904, -1.968], [-1.683, -3.648, -1.335], [-2.769, -2.335, -0.868], [-1.901, -2.142, 1.232], [-1.272, -3.734, 0.879], [0.922, -2.435, -0.039], [0.635, -2.868, 1.630], [0.198, -0.855, 2.410], [-0.354, -0.120, 0.901], [2.339, -0.125, 2.115], [2.431, -1.128, 0.701], [3.857, 2.255, -2.384], [1.317, 2.840, -2.939], [0.297, 2.241, -0.077]]}

***

In the order shown, the computed total energy values come out to -17719.9302; -33743.9969; -15114.7243; -18645.9056; -48499.2678; -21474.1820; -18275.2535; -45817.1089 eV.